[1]
ORCA calculation (ωB97M-V/def2-TZVPD) on a molecular structure, C30H43F5IrP2.

ORCA input file:
```
! wB97M-V def2-TZVPD RIJCOSX def2/J DEFGRID3
* xyz 1 5
H 2.97 1.35 2.34
H -1.39 -3.42 0.80
H -1.38 -2.71 -1.44
H -0.93 -2.72 -4.13
H -1.62 -1.45 4.45
H -1.38 -1.65 -5.46
H 2.34 -3.43 0.37
H 1.16 -2.22 -4.90
H 1.23 1.73 -5.41
C -0.85 2.43 2.84
C 0.68 1.66 -4.45
H 0.66 2.69 -4.04
H 1.75 -4.40 1.75
C 1.46 -3.62 1.01
C -2.33 2.56 1.05
P -1.30 -0.31 -1.28
H -0.84 0.69 -5.72
H 0.06 -2.09 -2.32
H 3.44 0.51 -1.06
C 3.23 -2.12 3.05
H -0.08 1.39 -2.41
H -3.31 -0.06 0.04
C -0.42 1.59 -1.40
F -2.91 2.17 -0.13
C -0.54 -2.00 -1.41
H 0.66 -4.03 0.38
H -2.42 -2.11 1.42
H 3.28 -2.80 3.92
H -2.38 -0.47 3.16
C 1.05 -2.38 1.70
H 1.76 -1.18 5.45
C -0.34 -1.80 1.74
C -2.89 3.72 1.57
C -1.28 1.86 1.64
H -3.70 0.03 -1.69
C 1.82 -1.78 2.69
C -0.82 1.26 -4.77
C -3.08 -0.48 -0.95
C 1.45 -0.37 4.77
C 2.47 2.03 1.65
P 1.61 1.05 0.41
F -2.95 5.36 3.29
H 3.44 -0.48 0.43
H 1.74 2.63 2.21
H 0.47 3.10 -0.16
H -2.47 -1.29 -3.10
H 2.33 -0.88 -0.89
F -0.96 3.99 4.64
H -1.34 0.31 4.35
H 3.20 2.71 1.18
H 2.32 0.30 4.68
C -1.59 0.59 -3.69
H -1.26 2.30 -1.49
C -1.41 3.56 3.44
C -1.47 -0.60 3.76
H 0.65 0.19 5.26
C 1.03 -0.89 3.45
H -1.67 -3.26 2.54
C 1.26 -0.60 -3.51
C 0.80 2.21 -0.72
H -3.33 -1.55 -0.95
H -2.33 1.22 -3.17
C -1.60 -0.77 -3.51
Ir -0.39 -0.03 0.74
F 0.24 1.95 3.55
C -0.29 -0.83 2.89
H 0.11 -2.20 -0.55
H 0.70 -0.70 -5.62
F -3.87 4.35 0.90
H 3.80 -1.21 3.31
C 1.38 0.74 -3.46
C -2.43 4.23 2.78
H -1.34 2.20 -5.00
H 3.75 -2.61 2.22
H 1.91 -1.23 -2.89
C -0.87 -1.67 -4.48
C 2.81 -0.05 -0.36
C -1.53 -2.70 1.61
H 2.08 1.22 -2.78
H 1.55 2.55 -1.44
C 0.62 -1.28 -4.69
*
```

Results
F_max (eV/Å): 3.611
HOMO energy (spin up / spin down) (eV): -8.5 / -10.7
Energy relative to the best compared isomer or geometry (same formula, charge and spin) (kJ/mol): 0.0
HOMO-LUMO gap (spin up / spin down) (eV): 5.38 / 6.07

---

[2]
ORCA calculation (ωB97M-V/def2-TZVPD) on a molecular structure, C30H43F5OP2Sm.

ORCA input file:
```
! wB97M-V def2-TZVPD RIJCOSX def2/J DEFGRID3
* xyz 1 6
C 4.24 0.47 -5.98
C -1.33 3.28 -0.49
H 6.36 -1.84 -4.71
H 3.56 0.54 -6.85
F -0.53 0.17 4.69
C -1.67 1.86 -0.17
C 0.69 -0.46 4.63
H 3.84 -2.37 -4.03
C 3.07 -1.65 -1.18
P 2.46 1.30 -1.16
C 1.25 -0.94 5.80
H -3.47 -0.68 2.64
F 3.05 -2.02 6.92
H -2.75 1.07 -3.05
H -1.89 -2.53 -0.25
H 4.45 -0.06 -1.48
H 3.51 -1.79 -0.18
H 3.55 2.52 -5.74
H 7.16 0.04 -3.07
H 3.27 -0.18 -2.77
H 4.36 2.78 -1.54
C 1.67 1.81 -2.75
C -2.40 -1.77 -0.86
C -1.86 1.35 1.15
H -2.21 3.93 -0.38
C 2.49 -1.57 5.78
C -2.49 -0.93 2.20
H -2.04 -1.88 -1.90
H 3.53 -2.38 -1.86
C 3.70 2.52 -0.70
H -1.17 1.62 3.17
C -2.18 -0.39 -0.34
H -3.47 -2.04 -0.86
H -0.96 3.39 -1.51
C 5.75 -1.30 -3.95
H 4.24 2.93 -3.51
H 5.93 -1.84 -3.00
F 4.36 -2.35 4.54
C 3.61 -0.51 -5.03
C 0.92 -2.85 -2.73
H 0.85 1.13 -3.02
H 2.38 1.81 -3.59
C -1.77 0.88 -2.58
H -1.38 -0.05 -3.02
H 5.29 2.37 -5.96
C 2.60 -1.25 3.40
H 3.18 3.42 -0.35
H -2.80 2.25 2.85
P 1.29 -2.18 -1.08
C -1.88 0.79 -1.09
C -2.18 -0.04 1.05
H -0.56 3.66 0.20
H 0.94 -2.05 -3.47
H 1.26 2.81 -2.63
C 1.39 -3.65 0.01
H 5.21 0.11 -6.35
H 1.83 -3.37 0.97
C -1.79 2.13 2.41
H 4.31 2.12 0.13
H -1.12 1.71 -2.89
H -1.75 -0.82 3.00
C 1.34 -0.62 3.39
O 0.80 -0.23 2.26
H 5.62 1.43 -2.20
F 0.59 -0.81 6.98
C 4.30 -1.41 -4.30
H 2.01 -4.42 -0.47
C 4.63 2.02 -3.97
H 6.81 0.45 -4.75
C 3.16 -1.72 4.57
H 0.38 -4.03 0.18
H -1.38 3.13 2.25
C 3.38 -0.23 -1.68
H 2.52 -0.57 -5.08
H -0.09 -3.30 -2.72
C 4.42 1.92 -5.44
H 1.65 -3.62 -2.99
C 6.34 0.14 -3.80
H -2.52 -1.98 1.90
C 5.44 1.20 -3.26
F 3.26 -1.41 2.21
Sm 0.32 0.18 0.23
*
```

Results
F_max (eV/Å): 1.940
HOMO energy (spin up / spin down) (eV): -10.7 / -10.7
HOMO-LUMO gap (spin up / spin down) (eV): 7.72 / 7.96

---

[3]
ORCA calculation (ωB97M-V/def2-TZVPD) on a molecular structure, C30H44F6O24Ti.

ORCA input file:
```
! wB97M-V def2-TZVPD RIJCOSX def2/J DEFGRID3
* xyz -1 4
C 4.38 0.27 3.12
C -2.71 0.79 -3.06
C -2.26 -1.97 -4.70
O -3.41 1.38 3.29
H -1.28 -3.87 -3.28
O -1.94 2.83 -3.65
H -2.67 0.32 -2.08
H 3.66 0.31 -1.94
C 3.43 -0.35 -2.77
C -0.09 -3.43 -0.55
H -1.88 -6.69 2.82
O -2.56 -2.48 -3.52
O 3.05 0.47 2.58
H -0.73 -6.61 1.49
O 3.39 -3.82 -2.45
H 0.05 -4.70 2.23
O 0.71 -1.17 -0.63
C -1.56 -6.08 1.97
O -1.10 -1.32 -4.53
O -2.85 -3.98 -0.43
C 3.11 -2.63 -2.45
H -2.40 2.07 1.84
F 6.57 1.59 3.31
C -3.32 2.98 -3.46
H -2.75 0.04 -3.85
F -0.12 2.24 -0.64
H -2.91 3.11 0.60
H 4.27 -0.20 4.10
H -0.19 -3.14 -1.60
O 4.00 -1.69 -2.59
C 0.64 0.97 2.83
C -3.57 0.29 2.64
C -0.10 0.99 -0.98
H 0.28 0.16 2.20
H -0.89 4.30 0.55
H -0.45 -1.17 -2.45
H 3.78 3.96 -0.98
C 0.89 0.06 -0.14
O 0.52 3.29 -3.45
H 1.54 -0.44 -3.89
C -1.03 -4.69 2.38
H 1.88 -0.35 4.10
H -4.89 -2.23 1.61
H 1.44 0.01 -2.28
H -3.17 -1.50 0.33
O -1.68 -3.77 1.54
F 4.74 2.19 4.47
H 2.17 1.45 4.17
C 5.18 1.70 3.30
H 0.49 -2.22 -3.47
H 0.06 2.94 0.72
H 2.63 1.23 -1.50
H 0.23 -2.16 1.13
C 1.54 3.09 -2.66
O 2.24 0.41 -0.12
C -1.43 -2.87 -2.86
O 5.05 -0.57 2.18
H -3.82 -2.46 3.02
O -2.55 -5.78 0.96
H -1.72 -3.09 -1.83
C -1.46 1.60 -3.29
C -0.70 4.95 3.06
O 2.67 2.42 -2.90
C -0.95 4.91 4.55
H 0.89 -3.91 -0.50
Ti 3.29 -0.26 1.03
H -0.40 5.73 5.01
C 1.98 0.58 3.54
O -3.76 1.77 -3.19
H -1.15 -1.91 0.08
C -4.11 -1.78 2.21
O -3.12 -1.86 -5.61
O -0.66 3.69 2.44
H -1.89 1.79 0.09
H -0.53 3.97 4.90
H 4.40 1.84 -1.85
H 0.50 0.25 0.86
H -0.91 1.20 -4.15
O 1.93 -2.11 -2.61
H -2.01 -2.11 1.56
O -4.48 -0.57 2.77
C 1.99 -0.68 -2.92
H -0.92 1.53 -2.35
H -1.99 5.04 4.86
O 1.72 3.60 -1.40
C -2.05 2.50 0.91
H 0.90 1.78 2.14
H -0.86 -4.09 -0.15
O -0.46 5.92 2.42
F -1.36 0.49 -0.84
H 3.08 2.78 0.10
C 3.33 2.03 -1.76
C 3.03 3.18 -0.92
C -2.47 -4.42 0.65
C -0.09 -2.14 0.09
H -1.23 -4.65 3.45
H 3.77 0.07 -3.71
F 4.88 2.61 2.31
F 0.26 0.95 -2.28
O -4.00 3.97 -3.70
C -0.85 3.38 1.12
C -2.87 -1.46 1.38
H -0.15 1.41 3.45
C -0.51 -1.81 -3.32
O -2.57 -0.19 1.81
*
```

Results
F_max (eV/Å): 10.890
HOMO energy (spin up / spin down) (eV): -1.6 / -7.1
HOMO-LUMO gap (spin up / spin down) (eV): 3.00 / 8.47

---

[4]
ORCA calculation (ωB97M-V/def2-TZVPD) on a molecular structure, C30H44MnNO2P2.

ORCA input file:
```
! wB97M-V def2-TZVPD RIJCOSX def2/J DEFGRID3
* xyz 1 6
H 3.04 -4.32 0.16
C 1.22 4.72 -0.33
H 1.00 6.28 1.13
P -2.48 0.66 0.15
Mn 0.01 0.07 0.05
H 4.19 1.10 -0.59
C 1.48 -3.05 -4.06
C 0.92 0.42 3.58
C 2.47 -3.92 -3.63
H -1.59 0.19 5.06
C -1.93 0.42 2.94
H 0.51 0.62 4.57
H -1.28 -2.58 2.74
O 2.21 0.46 -0.59
H 1.28 1.35 3.15
H 0.92 1.91 -2.17
C -4.05 1.42 2.36
C -3.03 2.22 -0.63
C 2.27 -3.55 0.13
H -0.26 4.78 2.70
H -5.32 1.98 3.99
C 0.96 3.39 -0.64
C -0.50 -2.01 3.25
C -2.27 0.54 4.29
C -0.13 0.13 -3.58
P -0.33 -0.37 2.49
H -3.68 -1.44 0.20
H 1.24 -2.99 -5.12
H -0.37 -1.58 -4.80
C 1.07 -2.33 -1.79
H 3.05 2.05 0.35
C 2.73 -4.01 -2.28
N 0.29 2.58 0.20
H 0.82 0.43 -4.03
H 3.03 -2.74 1.99
H 0.18 -3.42 0.71
H 1.76 -0.27 3.67
C -3.82 -0.49 -0.31
C -2.83 0.86 1.95
H -0.11 0.42 -2.54
C -4.37 1.55 3.70
C -0.35 -1.38 -3.72
H 3.48 -4.71 -1.92
H 2.04 -1.60 1.07
C 2.79 -2.38 0.98
H -3.90 2.64 -0.13
H 3.70 -1.94 0.56
H -1.78 -1.56 -2.11
H -3.30 2.00 -1.67
C 1.49 2.80 -1.93
H -3.79 -0.67 -1.39
C 0.79 5.25 0.87
H 2.38 -0.15 -1.32
C 0.10 4.42 1.75
H -0.70 2.47 2.02
C 0.77 -2.25 -3.16
H -3.72 1.20 5.72
H 3.33 1.97 -2.69
H -0.94 0.68 -4.07
H -4.78 -0.06 -0.04
C -1.72 -1.80 -3.17
C 3.19 1.52 -0.59
H 1.75 5.34 -1.05
H -4.77 1.75 1.62
H 0.68 -5.04 0.22
C -3.48 1.11 4.67
C 2.97 2.45 -1.77
H 3.57 3.35 -1.62
H -1.86 -2.88 -3.28
H -2.53 -1.30 -3.70
H 1.36 3.51 -2.74
C -0.13 3.12 1.37
H -2.23 2.95 -0.64
H 1.17 -4.42 1.81
H 0.44 -2.56 3.15
C 2.03 -3.24 -1.34
C 1.00 -4.14 0.76
H -0.76 -1.91 4.30
H 3.03 -4.52 -4.35
O 0.43 -1.52 -0.90
*
```

Results
F_max (eV/Å): 0.935
HOMO energy (spin up / spin down) (eV): -9.8 / -9.9
Energy relative to the best compared isomer or geometry (same formula, charge and spin) (kJ/mol): 52.8
HOMO-LUMO gap (spin up / spin down) (eV): 7.48 / 7.50

---

[5]
ORCA calculation (ωB97M-V/def2-TZVPD) on a molecular structure, C30H44N4P2PdSi.

ORCA input file:
```
! wB97M-V def2-TZVPD RIJCOSX def2/J DEFGRID3
* xyz 2 5
C 3.02 2.94 3.24
H 2.18 -4.03 -0.54
C -1.37 -3.96 -3.42
H 0.31 -1.33 5.20
H 0.62 -2.98 -2.73
N 3.14 1.13 -0.30
H -1.04 -3.36 -0.25
C 0.44 -5.25 -1.03
H -3.44 0.28 -1.79
H -3.90 3.34 0.85
Pd -0.07 0.74 2.29
H -2.77 -1.62 5.75
C -1.60 4.79 -0.96
C 3.02 1.98 -1.39
H 0.21 2.50 1.74
H -3.45 -1.09 2.73
H -3.68 0.59 -4.52
C 3.76 1.48 -2.48
C -2.97 1.08 -3.86
H -2.41 0.41 3.22
H 0.79 -0.53 3.64
H -0.94 -4.25 2.95
C 5.00 3.76 2.47
C -0.07 -5.89 -2.30
N -1.82 1.68 -1.99
H -2.47 -3.71 2.23
H -2.90 -3.06 -2.18
H 1.49 3.44 0.89
C -1.83 -3.35 -2.30
Si -1.47 -1.87 3.57
C -1.28 2.38 -3.07
H -0.41 -5.56 -4.38
H -2.03 -3.24 5.58
H 5.12 2.27 0.81
N -2.12 3.67 -0.32
H 5.25 -0.22 -2.50
H 0.16 -5.77 -0.09
C 4.50 0.37 -1.98
H 0.67 1.42 -0.99
C 0.60 -2.92 -1.65
H -2.24 -0.37 1.65
H 4.39 -0.58 0.04
H -0.99 -6.47 -2.12
C -2.54 -2.43 5.04
H 5.87 4.38 2.33
N 3.37 2.21 2.11
H 0.69 -6.64 -2.59
H 0.41 3.15 -1.10
C 0.25 2.28 -0.45
H -3.47 -2.87 4.65
H 0.83 -2.32 3.78
C -2.50 -0.56 2.70
C -0.91 -2.83 -1.21
C 4.01 3.90 3.49
H -4.29 6.05 0.51
H -2.31 6.85 -1.22
C -1.99 2.04 -4.23
C -3.50 5.44 0.10
C 0.27 -1.43 4.09
C -0.24 -4.93 -3.51
H 4.00 4.62 4.29
C 4.09 0.17 -0.66
H 3.70 1.85 -3.50
C -1.43 -3.41 2.44
H -1.71 -3.64 -4.41
H -0.91 -3.32 1.49
C 4.60 2.70 1.65
C -2.87 0.89 -2.48
H -1.15 -1.79 -1.00
H 0.70 -4.42 -3.71
H -1.79 2.48 -5.20
C 1.23 -4.15 -1.08
H -0.44 3.05 -2.99
C -2.45 5.88 -0.76
P 2.07 1.12 1.36
H -0.67 4.77 -1.50
C 0.96 2.49 0.88
H 2.11 2.71 3.76
C -3.31 4.07 0.31
H 2.37 2.83 -1.37
H 1.10 -1.95 -1.51
P -1.50 1.90 -0.21
*
```

Results
F_max (eV/Å): 7.072
HOMO energy (spin up / spin down) (eV): -9.8 / -12.2
Energy relative to the best compared isomer or geometry (same formula, charge and spin) (kJ/mol): 441.2
HOMO-LUMO gap (spin up / spin down) (eV): 3.04 / 2.54